Record 1
A cluster of 3 separate species, C4H15NO2S in total at a distorted geometry. Source: OMol25; level of theory: ωB97M-V with the def2-TZVPD basis set.

Summary:
Structure (SMILES): CSCCCN.O.O
Spin multiplicity: 1
Energy above the lowest of the compared OMol25 structures with the same formula, charge and spin: 106.39 kJ/mol
Highest occupied orbital energy: -0.308 Eh
Kohn-Sham gap: 0.3242 Eh
Lowest unoccupied orbital energy: 0.4 eV

```
23
Properties=species:S:1:pos:R:3:mulliken_charge:R:1
C -0.6588 -1.5231 -1.7742 -0.646
C -0.3103 -1.9324 -0.2696 -0.676
C -0.3956 -0.7827 0.7130 0.166
S 1.0469 -0.8215 1.9011 -0.114
C 0.8924 0.8281 2.6394 -0.826
N -1.8517 -0.7421 -1.9160 -0.536
H 0.1874 -0.9226 -2.1016 0.279
H -0.6958 -2.4628 -2.3299 0.353
H -1.2066 -2.5494 0.0126 0.243
H 0.5182 -2.6303 -0.3937 0.413
H -0.2296 0.2117 0.2484 -0.379
H -1.3552 -0.6907 1.2067 0.437
H -0.1508 1.1434 2.8113 0.301
H 1.4185 1.6703 2.2095 0.244
H 1.3460 0.5429 3.5919 0.307
H -2.6886 -1.0768 -1.4676 0.221
H -1.6982 0.2374 -1.7405 0.220
H 2.5082 0.6207 -0.9460 0.324
H 2.9748 1.9506 -1.6021 0.316
O 3.0353 1.4032 -0.8071 -0.642
H -0.1301 2.4008 0.1011 0.299
H -1.5441 2.9200 0.1444 0.308
O -1.0123 2.2053 -0.2311 -0.613
```

Record 2
A cluster of 3 separate species, C4H15NO2S in total at a distorted geometry. Source: OMol25; level of theory: ωB97M-V with the def2-TZVPD basis set.

Summary:
Structure (SMILES): NCCCCS.O.O
Spin multiplicity: 1
Energy above the lowest of the compared OMol25 structures with the same formula, charge and spin: 51.33 kJ/mol
Highest occupied orbital energy: -0.331 Eh
Kohn-Sham gap: 0.3456 Eh
Lowest unoccupied orbital energy: 0.4 eV

```
23
Properties=species:S:1:pos:R:3:mulliken_charge:R:1
C 0.3634 1.7116 0.5362 -0.504
C -1.0087 1.0645 0.3111 -0.658
C -1.3176 -0.2264 1.0643 -0.451
S -1.0386 -0.1922 2.9192 -0.223
C 1.5622 0.8533 0.0697 -0.614
N 1.4434 0.1632 -1.2098 -0.439
H 0.5593 2.0374 1.5602 0.304
H 0.2838 2.6858 0.0275 0.348
H -1.2598 0.9220 -0.7323 0.339
H -1.6619 1.8329 0.7468 0.351
H -0.8213 -1.1068 0.6621 0.075
H -2.3824 -0.4345 0.9828 0.437
H -1.6197 1.0027 3.0250 0.100
H 1.6785 0.1197 0.8735 0.211
H 2.4554 1.4664 -0.0336 0.410
H 1.6874 0.8049 -1.9503 0.231
H 0.5518 -0.2639 -1.4079 0.135
H -0.9827 -1.0732 -2.8879 0.258
H -1.7908 -2.0529 -1.8901 0.271
O -1.0724 -1.4209 -1.9883 -0.573
H 1.1142 -2.7485 0.5070 0.291
H 1.7161 -2.1712 -0.8626 0.352
O 1.5407 -2.9738 -0.3227 -0.650
```

Record 3
A structure of composition C4H15NO3 at a distorted geometry. Source: OMol25; level of theory: ωB97M-V with the def2-TZVPD basis set.

Summary:
Spin multiplicity: 1
Energy above the lowest of the compared OMol25 structures with the same formula, charge and spin: 644.63 kJ/mol
Highest occupied orbital energy: -0.277 Eh
Kohn-Sham gap: 0.1871 Eh
Lowest unoccupied orbital energy: -2.4 eV

```
23
Properties=species:S:1:pos:R:3:mulliken_charge:R:1
C 0.9964 -0.7339 -0.3896 -1.141
C 0.0884 -1.6041 -1.1070 0.696
C -1.5148 -0.9081 -1.1041 -0.101
N -1.9137 0.1952 -0.2766 -0.532
C 0.5851 -2.3637 -2.2909 -1.065
H 0.5426 -0.5137 0.6220 0.231
H 1.9442 -1.1294 -0.0296 0.449
H 1.4094 0.1293 -0.9628 0.374
H -2.3964 -1.5205 -1.4592 0.309
H -1.4092 1.0211 -0.5512 0.314
H -0.6204 -0.4944 -1.7140 0.147
H 0.6195 -3.4225 -2.2353 0.397
H -0.2326 -2.1794 -3.0030 0.306
H 1.5534 -1.9860 -2.6879 0.300
H -0.0628 3.1458 3.3867 0.201
H -0.2931 1.4226 2.6750 0.404
O 0.4208 2.4871 2.8922 -1.002
H -1.5937 -0.0836 0.6897 0.282
H -1.2898 0.4183 3.3854 0.228
O -0.9163 0.5012 2.5085 -0.810
H 1.9931 2.7274 0.0862 0.285
H 0.9632 2.5304 1.2646 0.393
O 1.1264 2.3610 0.3010 -0.667
```

Record 4
A cluster of 3 separate species, C4H15NO3 in total at a distorted geometry. Source: OMol25; level of theory: ωB97M-V with the def2-TZVPD basis set.

Summary:
Structure (SMILES): CCNCCO.O.O
Spin multiplicity: 1
Energy above the lowest of the compared OMol25 structures with the same formula, charge and spin: 165.97 kJ/mol
Highest occupied orbital energy: -0.318 Eh
Kohn-Sham gap: 0.3442 Eh
Lowest unoccupied orbital energy: 0.7 eV

```
23
Properties=species:S:1:pos:R:3:mulliken_charge:R:1
C 2.5657 -1.0520 0.6516 -1.054
C 1.2828 -1.7029 0.0030 -0.268
N 0.1080 -0.8875 0.1479 -0.303
C -0.8390 -1.0419 -0.9107 -0.118
C -1.8842 0.0071 -1.1644 -0.666
O -1.4707 0.9051 -2.2049 -0.549
H 2.8671 -1.7966 1.3898 0.303
H 3.3812 -0.7971 -0.0304 0.276
H 2.2648 -0.2138 1.2384 0.328
H 1.5624 -1.9208 -1.0546 0.255
H 1.1743 -2.6857 0.5023 0.228
H 0.2694 0.0871 0.3818 0.253
H -0.3855 -1.1824 -1.9741 0.212
H -1.4009 -1.9666 -0.6524 0.266
H -1.9987 0.7792 -0.3430 0.196
H -2.9045 -0.2373 -1.3501 0.351
H -1.3774 0.5129 -3.0782 0.293
H 0.2602 2.0768 -2.0178 0.339
H 0.2756 3.0995 -0.7930 0.305
O 0.8013 2.5448 -1.3737 -0.645
H -0.8985 1.6617 3.7875 0.313
H -1.8288 1.9262 4.9054 0.317
O -1.8245 1.8842 3.9395 -0.631
```

Record 5
A cluster of 4 separate species, C4H15O4 in total at a distorted geometry. Source: OMol25; level of theory: ωB97M-V with the def2-TZVPD basis set.

Summary:
Total charge: -1
Spin multiplicity: 1
Energy above the lowest of the compared OMol25 structures with the same formula, charge and spin: 105.91 kJ/mol
Highest occupied orbital energy: -0.170 Eh
Kohn-Sham gap: 0.3118 Eh
Lowest unoccupied orbital energy: 3.9 eV

```
23
Properties=species:S:1:pos:R:3:mulliken_charge:R:1
C 0.2500 -0.9471 1.6276 -0.368
O 0.4303 -2.1136 0.8578 -0.627
C -1.1229 -0.8894 2.2176 -0.557
C -2.2364 0.0094 1.5426 -0.375
C -1.8138 0.4266 0.1197 -1.112
H 0.9402 -1.0125 2.5060 0.219
H 0.6820 -0.1374 0.9986 0.222
H -1.0680 -0.5089 3.2526 0.279
H -1.4518 -1.9320 2.1629 0.278
H -2.2609 0.9239 2.1388 0.273
H -3.1608 -0.5829 1.4906 0.267
H -1.0654 1.2308 0.0984 0.293
H -2.6737 0.5737 -0.5775 0.377
H -1.3991 -0.4343 -0.4026 0.315
H 0.8266 -1.8794 -1.8275 0.152
H 0.8161 -1.8201 -0.0913 0.443
O 1.1169 -1.1088 -1.3275 -1.046
H 3.3114 2.8744 -3.1109 0.308
H 3.1774 2.1687 -1.8326 0.375
O 3.7713 2.8041 -2.2580 -0.682
H 0.3221 0.9683 -2.9832 0.212
H 1.4090 0.2878 -2.0103 0.430
O 1.1994 1.0986 -2.5919 -0.678
```

Record 6
A cluster of 9 separate species, C4H16BO16 in total at a distorted geometry. Source: OMol25; level of theory: ωB97M-V with the def2-TZVPD basis set.

Summary:
Total charge: -1
Spin multiplicity: 1
Energy above the lowest of the compared OMol25 structures with the same formula, charge and spin: 79.57 kJ/mol
Highest occupied orbital energy: -0.313 Eh
Kohn-Sham gap: 0.3720 Eh
Lowest unoccupied orbital energy: 1.6 eV

```
37
Properties=species:S:1:pos:R:3:mulliken_charge:R:1
O -0.1285 1.7451 -28.5175 -0.730
C 0.4412 1.0021 -27.7567 0.647
O 1.0249 -0.1813 -27.9396 -0.372
B 1.5811 -0.6927 -26.6390 1.102
O 1.1937 0.3511 -25.6839 -0.462
C 0.5337 1.3569 -26.2468 0.649
O 0.2118 2.3894 -25.6630 -0.742
O 3.0409 -0.8561 -26.6421 -0.503
C 3.3935 -2.0457 -26.2724 0.681
O 4.5855 -2.4279 -26.0905 -0.796
C 2.1061 -2.8938 -26.1707 0.637
O 1.1022 -2.0566 -26.3517 -0.625
O 2.0339 -4.1631 -25.9027 -0.819
O -0.3723 5.1346 -26.1251 -0.636
H -0.1012 4.2178 -26.0788 0.449
H 0.3831 5.6250 -25.8010 0.288
O -2.9446 2.1971 -28.1377 -0.637
H -3.2733 2.2799 -29.0329 0.294
H -1.9922 2.1840 -28.2320 0.400
O 1.2991 2.3374 -31.6398 -0.622
H 0.4258 2.1041 -31.3251 0.312
H 1.7453 1.4982 -31.7536 0.305
O 4.2459 1.7402 -28.4065 -0.620
H 3.8482 1.0941 -28.9902 0.299
H 4.5230 1.2348 -27.6423 0.328
O 0.4055 -6.1492 -25.2967 -0.655
H -0.3156 -5.8948 -24.7210 0.285
H 0.9599 -5.3704 -25.3454 0.486
O -1.0070 -2.6429 -28.9993 -0.638
H -1.2165 -1.7500 -28.7252 0.307
H -0.4656 -2.9906 -28.2906 0.332
O 5.8530 -4.5761 -27.5194 -0.627
H 6.3880 -4.1605 -28.1956 0.293
H 5.5659 -3.8527 -26.9622 0.404
O 4.7764 -2.6521 -22.8813 -0.634
H 3.9906 -2.1553 -22.6531 0.310
H 4.5093 -3.1968 -23.6217 0.314
```